106
Properties=species:S:1:pos:R:3:forces:R:3:lowdin_charge:R:1 method="wB97M-V/def2-TZVPD" de_lowest_ev=2.225 total_charge=+1 multiplicity=1 max_force_ev_per_a=2.9 e_tot_ev=-69275.922 homo_lumo_gap_ev=5.28
C 0.6812 1.1048 -0.7428 -0.211 -0.445 -0.456 -0.087
C 0.3441 -0.4356 -0.5957 -0.534 0.929 1.007 -0.171
C -0.8430 -0.9260 -1.5173 2.413 -1.585 0.245 -0.318
C -1.4289 -2.2571 -0.9317 0.454 -0.430 -0.743 -0.045
O -1.8378 0.0908 -1.8173 -1.580 -0.371 1.135 -0.013
C -2.6440 0.3744 -0.7403 -0.330 -0.138 0.522 -0.433
O -2.2896 0.9044 0.2728 -0.080 -0.416 -0.553 0.196
C -4.1896 0.0482 -0.8076 -1.553 0.089 -1.084 0.003
C -4.7843 -1.2066 -0.3383 -1.154 2.142 -1.018 0.085
C -6.2334 -1.3564 -0.4171 1.371 0.574 0.067 0.058
N -7.0438 -0.3456 -0.9111 2.201 1.428 0.117 -0.136
N -8.4329 -0.4651 -0.9641 -0.824 -0.249 0.716 0.122
C -6.5150 0.8499 -1.3820 2.604 -0.438 0.496 0.049
C -5.0735 1.0966 -1.3422 -1.825 -2.067 0.103 -0.083
P -4.4860 2.7488 -1.9589 0.939 2.475 0.039 0.557
O -4.1102 3.6828 -0.8650 -0.376 -1.567 -0.914 -0.257
O -3.2397 2.5032 -3.0158 -1.894 -0.297 1.188 -0.120
O -5.7574 3.3722 -2.8332 2.089 -1.342 0.561 -0.142
H 0.2677 1.4855 -1.7258 0.590 -0.298 0.961 0.085
H 1.7824 1.3010 -0.7319 -1.112 -0.344 -0.034 0.077
H 0.2082 1.7205 0.0671 0.428 -0.852 -0.865 0.069
H 1.2689 -1.0650 -0.7303 -1.110 0.498 -0.251 0.122
H 0.0277 -0.5899 0.4823 0.330 0.012 -1.083 0.112
H -0.3679 -1.1989 -2.5044 -0.873 0.617 0.804 0.163
H -2.0584 -2.1363 -0.0138 0.539 0.026 -0.773 0.045
H -0.5400 -2.8895 -0.6364 -0.925 0.743 -0.195 0.105
H -1.9487 -2.8606 -1.7345 0.180 0.763 0.979 0.103
H -4.1044 -1.9919 0.0613 -1.058 0.488 -0.281 0.113
H -6.7590 -2.2732 -0.0529 0.549 0.982 -0.458 0.158
H -8.7759 -0.8820 -0.0890 0.332 -0.089 -0.442 0.128
H -8.8638 0.4693 -0.9768 0.489 -0.418 -0.252 0.124
H -7.1858 1.6437 -1.7826 0.372 -0.986 0.419 0.146
H -2.3993 2.3604 -2.5363 -0.286 0.187 -0.208 0.081
H -5.4673 4.2703 -3.1073 -0.360 -0.451 0.170 0.107
C 3.6375 6.4633 3.3570 -0.233 -0.071 0.073 -0.112
O 2.3730 6.8474 2.8426 0.393 0.082 -0.045 -0.196
C 2.4519 7.8247 1.8067 -0.539 0.035 -0.149 -0.209
C 2.0649 7.2219 0.4614 0.361 -0.168 0.261 -0.209
N 3.0781 6.2789 -0.0084 -0.269 0.017 -0.112 -0.050
C 2.6502 5.4644 -1.1459 0.186 -0.074 0.251 -0.193
C 1.4560 4.5241 -0.9402 0.174 -0.096 -0.368 -0.213
O 1.7097 3.4417 -0.0547 0.038 0.985 0.145 -0.252
C 1.5609 3.7543 1.3211 0.187 -0.287 -0.041 -0.084
H 3.4680 5.8684 4.2551 -0.075 0.048 -0.051 0.090
H 4.1841 5.8459 2.6385 0.198 0.065 0.006 0.075
H 4.2376 7.3369 3.6277 0.041 -0.051 -0.053 0.090
H 3.4358 8.3020 1.7655 0.042 -0.185 -0.007 0.123
H 1.7214 8.6000 2.0560 0.038 0.013 -0.027 0.121
H 1.9514 8.0241 -0.2738 0.007 -0.028 -0.013 0.124
H 1.0929 6.7321 0.5898 -0.152 0.174 0.035 0.101
H 3.3265 5.6567 0.7497 0.025 0.075 0.003 0.064
H 3.5110 4.8513 -1.4297 -0.097 -0.030 -0.072 0.117
H 2.4422 6.1256 -1.9932 -0.080 0.010 0.039 0.119
H 1.2428 4.0634 -1.9110 0.041 -0.039 0.026 0.116
H 0.5415 5.0553 -0.6544 0.055 0.045 0.186 0.113
H 0.7805 4.4982 1.4981 0.080 0.068 -0.030 0.095
H 2.5113 4.0912 1.7390 -0.110 0.149 0.167 0.074
H 1.2869 2.8364 1.8479 -0.025 -0.020 -0.098 0.088
C 5.2600 0.8072 -1.4634 -0.177 -0.136 0.101 -0.106
O 4.1429 0.3819 -2.2277 0.273 0.250 -0.010 -0.213
C 4.1881 0.8132 -3.5868 -0.450 -0.283 -0.232 -0.210
C 4.4273 -0.3653 -4.5234 0.344 0.108 0.358 -0.213
N 5.7842 -0.8868 -4.3834 -0.248 -0.078 -0.123 -0.051
C 5.9972 -2.1765 -5.0439 0.123 0.073 0.274 -0.193
C 5.1769 -3.3746 -4.5501 0.323 -0.186 -0.269 -0.223
O 5.5087 -3.8093 -3.2388 -0.329 0.168 -0.115 -0.175
C 4.8782 -3.0881 -2.1953 0.304 -0.254 0.124 -0.103
H 5.0485 0.5982 -0.4141 -0.067 -0.012 -0.071 0.090
H 6.1615 0.2565 -1.7441 0.139 0.139 -0.005 0.077
H 5.4313 1.8820 -1.5757 0.056 -0.041 -0.018 0.088
H 4.9255 1.6067 -3.7417 0.101 -0.137 0.091 0.124
H 3.2021 1.2329 -3.8114 0.024 0.029 -0.022 0.116
H 4.2709 -0.0417 -5.5568 0.012 -0.026 0.001 0.124
H 3.6791 -1.1305 -4.2848 -0.213 0.082 -0.068 0.098
H 5.9956 -0.9970 -3.4003 0.001 0.050 -0.034 0.064
H 7.0551 -2.4212 -4.9122 -0.066 -0.081 -0.059 0.121
H 5.8351 -2.0518 -6.1192 -0.084 -0.006 0.024 0.118
H 5.4168 -4.2166 -5.2062 0.019 0.018 0.057 0.121
H 4.0967 -3.2186 -4.6476 -0.026 0.125 0.141 0.107
H 3.8782 -2.7429 -2.4720 0.047 0.096 -0.068 0.082
H 5.5005 -2.2457 -1.8855 -0.197 0.161 0.060 0.071
H 4.7860 -3.7528 -1.3338 0.018 -0.049 -0.092 0.089
C -2.8213 -2.3028 2.9625 -0.242 -0.142 0.046 -0.108
O -3.3078 -3.5407 2.4624 0.268 0.405 -0.225 -0.212
C -2.2788 -4.3961 1.9544 -0.227 -0.570 -0.071 -0.218
C -2.0783 -5.6068 2.8574 0.020 0.453 0.241 -0.207
N -1.4732 -5.2235 4.1301 -0.101 -0.156 -0.168 -0.052
C -1.5014 -6.2799 5.1456 -0.046 0.257 0.098 -0.190
C -2.8720 -6.7782 5.6193 0.278 -0.172 0.280 -0.219
O -3.6160 -5.8225 6.3621 -0.052 -0.108 -0.359 -0.173
C -4.3467 -4.8972 5.5789 0.010 0.062 0.397 -0.104
H -3.6790 -1.6542 3.1483 -0.008 -0.083 -0.010 0.091
H -2.2908 -2.4415 3.9069 0.158 0.139 -0.036 0.083
H -2.1643 -1.8107 2.2373 0.087 0.014 0.094 0.070
H -1.3402 -3.8566 1.7915 -0.041 0.065 0.212 0.116
H -2.6276 -4.7507 0.9790 0.046 -0.023 -0.001 0.117
H -1.4292 -6.3283 2.3528 -0.011 0.001 0.016 0.127
H -3.0598 -6.0712 3.0062 -0.059 -0.095 -0.222 0.103
H -1.9622 -4.4185 4.4992 0.024 -0.029 -0.013 0.064
H -0.9718 -5.8855 6.0173 -0.039 -0.103 0.000 0.122
H -0.9180 -7.1316 4.7824 -0.071 -0.009 -0.046 0.119
H -2.6880 -7.6059 6.3102 -0.011 0.062 0.000 0.124
H -3.4762 -7.1967 4.8067 -0.047 0.155 -0.082 0.110
H -4.7084 -5.3355 4.6448 0.099 0.007 -0.043 0.087
H -3.7417 -4.0099 5.3758 -0.085 0.061 -0.221 0.068
H -5.2102 -4.5700 6.1614 0.045 -0.090 0.027 0.090